A structure of composition C24H35N6OPtS at a distorted geometry. Source: the Open Molecules 2025 dataset; level of theory: ωB97M-V/def2-TZVPD.

Structure (XYZ):
```
68
Properties=species:S:1:pos:R:3:forces:R:3:nbo_charge:R:1
Pt -0.949757 -0.669496 0.110163 1.7 -0.1 -1.2 1.198
C -2.772024 -1.506851 -2.151080 -0.2 -0.1 0.1 -0.253
C -1.399499 -1.298318 -2.737591 0.1 0.1 -0.1 -0.256
N -0.352998 -1.718715 -1.772028 0.1 0.0 0.2 -0.632
C -0.066561 -3.171008 -1.721242 0.0 0.0 0.1 -0.252
C -0.973298 -3.891383 -0.736079 0.1 0.0 -0.2 -0.536
S -1.400869 -2.888449 0.756689 -0.3 0.9 0.3 0.618
C -3.228557 -2.865527 0.620951 -0.1 0.0 0.1 -0.555
C -3.741937 -1.503939 0.182645 0.0 0.0 0.0 -0.245
N -2.828103 -0.848411 -0.808027 -0.1 0.3 -0.1 -0.586
H -3.538757 -1.084961 -2.800321 0.0 0.0 0.0 0.266
H -3.006535 -2.562175 -2.026210 0.0 0.0 0.0 0.214
H -1.294933 -1.833501 -3.682946 0.0 0.0 0.0 0.255
H -1.232425 -0.238037 -2.932277 0.0 0.0 0.0 0.248
H 0.485955 -1.196644 -2.018030 0.1 0.0 0.0 0.449
H -0.159350 -3.626174 -2.709556 -0.1 0.0 0.0 0.257
H 0.967999 -3.299572 -1.426036 0.0 0.0 -0.1 0.242
H -1.916337 -4.209596 -1.171991 0.0 0.0 0.0 0.249
H -0.479263 -4.783713 -0.351761 0.0 0.0 0.1 0.294
H -3.509687 -3.677283 -0.046011 0.0 0.0 0.0 0.261
H -3.620335 -3.111695 1.606606 0.0 0.0 0.0 0.298
H -4.746331 -1.589511 -0.237100 0.0 -0.1 0.0 0.261
H -3.790730 -0.839145 1.041657 0.0 0.0 0.0 0.248
H -3.202460 0.087225 -0.943949 0.1 0.1 -0.1 0.430
C 3.385350 -3.513214 2.470107 -0.2 0.2 -0.1 -0.138
C 2.940803 -2.638428 3.467661 0.2 -0.4 -0.3 -0.157
C 2.028915 -1.646297 3.172415 -0.2 0.0 -0.3 -0.207
C 1.557198 -1.547029 1.860662 0.1 0.0 -0.2 0.134
C 1.995006 -2.408786 0.859443 -0.2 0.2 0.2 -0.270
C 2.912824 -3.393071 1.155944 0.3 -0.2 0.5 -0.189
N 0.599519 -0.528999 1.523147 0.0 0.3 0.7 -0.190
N 0.557420 0.440157 2.318701 -0.3 -0.3 -0.5 -0.044
C -0.549527 1.264075 2.172018 0.3 -0.1 0.0 0.063
C -0.646260 2.414755 2.954506 0.1 -0.4 -0.2 -0.126
C -1.771109 3.206434 2.815078 -0.4 0.0 -0.3 -0.182
C -2.758109 2.838271 1.903771 0.1 -0.2 0.0 -0.124
C -2.651789 1.665438 1.123607 -0.2 0.3 0.2 -0.258
C -1.544095 0.863115 1.258064 0.1 0.1 0.9 -0.202
H 4.104430 -4.284807 2.714945 0.0 0.0 0.0 0.257
H 3.306178 -2.738277 4.480967 0.0 0.0 0.0 0.258
H 1.671184 -0.975909 3.941323 0.0 0.0 0.0 0.255
H 1.655702 -2.251550 -0.150255 0.1 0.1 0.0 0.183
H 3.278412 -4.053273 0.380356 0.0 0.0 0.0 0.243
H 0.143734 2.659143 3.653737 0.0 0.0 0.0 0.264
H -1.888586 4.097622 3.415694 0.0 0.0 0.0 0.266
H -3.640351 3.458904 1.798199 0.0 -0.1 0.0 0.258
H -3.462236 1.446738 0.439490 -0.1 0.0 0.0 0.209
C -0.886154 3.261744 -1.559864 0.1 0.1 -0.1 -0.403
N 0.537449 3.112148 -1.279100 -0.4 -0.2 0.0 -0.391
C 1.333391 4.348126 -1.370398 -0.1 -0.1 -0.1 -0.213
C 2.633229 4.194691 -0.620936 0.1 0.0 0.0 -0.427
C 3.319702 2.941747 -1.110591 0.0 -0.1 -0.2 -0.214
N 2.419132 1.788599 -0.965599 -0.8 -0.1 0.1 -0.392
C 3.046488 0.485739 -0.846232 0.2 0.1 -0.2 -0.409
C 1.075748 1.895150 -1.123371 1.1 1.2 0.5 0.804
O 0.348511 0.844564 -1.139167 -1.1 -1.5 0.1 -0.807
H -1.288262 4.062328 -0.939562 0.0 0.0 0.0 0.223
H -1.408121 2.338639 -1.339698 0.0 0.0 0.0 0.196
H -1.040349 3.529088 -2.607414 0.0 0.0 0.0 0.225
H 0.729786 5.157235 -0.962598 0.0 0.0 0.0 0.232
H 1.512074 4.572679 -2.425086 0.0 0.0 0.0 0.220
H 2.449036 4.124198 0.453196 0.0 0.0 0.0 0.218
H 3.269055 5.060815 -0.794418 0.0 0.0 0.0 0.265
H 4.220772 2.722244 -0.541181 0.0 0.0 0.0 0.235
H 3.610654 3.034993 -2.161523 0.0 0.0 0.0 0.218
H 3.881009 0.557267 -0.149908 0.0 -0.1 0.0 0.233
H 3.436598 0.156978 -1.814775 0.0 0.0 0.1 0.217
H 2.332429 -0.237105 -0.477829 0.0 0.0 0.0 0.196
```
Forces are in eV/Å.

Values from the calculation:
Kohn-Sham gap = 0.19004 Ha
Largest force on an atom = 2.0 eV Å⁻¹
Total charge = +3
HOMO = -0.622 Eh
Spin multiplicity = 1
Calculated total energy = -50499.5089 eV
LUMO level = -11.754 eV


A structure of composition C24H35NOP2RuSi at a distorted geometry. Source: the Open Molecules 2025 dataset; level of theory: ωB97M-V/def2-TZVPD.

Structure (XYZ):
```
65
Properties=species:S:1:pos:R:3:forces:R:3:lowdin_spin:R:1
C -1.396053 3.370813 -2.943061 -0.5 -0.4 0.2 0.245
C -1.062364 2.151540 -2.330206 0.5 -1.0 0.1 0.007
C 0.288285 1.819104 -2.225367 -2.1 -0.2 -0.3 0.202
C 1.272474 2.558085 -2.938742 2.1 -0.6 0.3 0.180
C 0.913423 3.793144 -3.525848 -1.0 1.3 -0.3 0.163
C -0.410993 4.204392 -3.483224 1.3 0.4 -0.4 0.024
C 2.564546 1.975224 -2.949563 -1.0 2.3 -1.9 0.340
C 2.711042 0.566747 -2.872714 -0.9 0.1 0.9 0.477
C 1.675569 -0.106921 -2.171029 -0.9 -3.5 0.3 0.158
C 1.546368 -1.494038 -2.237428 -2.8 3.3 1.5 0.190
C 2.621542 -2.221516 -2.774231 0.4 -2.4 -0.5 0.501
C 3.746661 -1.574951 -3.295746 1.7 2.6 -1.1 0.133
C 3.783469 -0.191960 -3.393797 2.2 -2.9 -0.9 0.244
H -2.447051 3.666927 -2.974580 0.3 -0.1 -0.1 0.013
H 1.691431 4.401123 -3.991009 -0.3 -0.1 0.1 0.005
H -0.700731 5.173775 -3.891191 0.1 -0.3 0.0 -0.003
H 3.331386 2.508839 -3.501511 0.1 0.2 0.3 0.010
H 2.566890 -3.311568 -2.763504 0.1 0.3 0.0 0.027
H 4.585373 -2.174885 -3.651210 -0.2 0.3 0.1 -0.001
H 4.625208 0.331252 -3.848981 -0.1 -0.3 0.2 0.009
N 0.898314 0.816800 -1.354636 1.1 1.1 -1.6 0.064
Ru -0.174148 -0.030264 0.422268 0.3 1.3 -1.1 1.181
C -2.162661 1.210556 -1.865799 0.0 0.3 0.0 0.025
H -2.047765 0.211035 -2.315209 -0.1 0.4 0.0 0.001
H -3.146832 1.613577 -2.138935 0.2 -0.1 -0.1 0.005
C 0.262221 -2.209571 -1.842120 0.4 -0.3 0.2 0.039
H -0.615203 -1.743088 -2.319220 0.2 -0.2 0.1 0.008
H 0.319013 -3.263704 -2.144392 0.0 0.2 -0.3 0.005
P -2.161008 0.974904 -0.053060 -0.4 0.5 0.4 0.122
P -0.067681 -2.197857 -0.026836 0.0 -1.1 -0.9 0.123
C 1.295826 -3.181504 0.658143 0.0 -0.2 0.1 0.026
H 1.237121 -3.182629 1.753445 0.1 0.0 -0.3 0.001
H 1.230467 -4.213188 0.284492 0.1 0.2 0.1 0.005
H 2.256720 -2.747739 0.353168 -0.2 0.0 0.1 0.002
C -1.542956 -3.246851 0.146318 0.0 -0.2 0.0 0.034
H -1.345396 -4.235645 -0.292893 -0.1 0.2 0.1 0.006
H -1.780382 -3.362521 1.211543 0.0 0.0 -0.3 0.001
H -2.394952 -2.781147 -0.367459 0.2 -0.1 0.2 0.001
C -2.208623 2.647383 0.656859 -0.3 0.1 -0.1 0.041
H -3.145530 3.151341 0.386374 0.2 0.0 0.1 0.007
H -2.126432 2.576133 1.748865 -0.1 0.0 -0.3 0.001
H -1.357283 3.224682 0.276926 -0.2 -0.1 0.1 0.004
C -3.763494 0.217239 0.331295 -0.1 0.1 -0.1 0.009
H -3.858148 0.099494 1.417487 0.0 0.0 -0.3 0.000
H -4.571580 0.863449 -0.041287 0.2 -0.2 0.1 0.002
H -3.833217 -0.770372 -0.144545 0.0 0.3 0.1 0.000
C 1.541219 0.079943 1.131546 4.9 1.0 2.9 0.172
O 2.674502 0.154202 1.431892 -3.0 -0.4 -1.1 0.135
H 1.777073 1.475278 -1.278011 -1.6 -1.2 2.0 0.025
C -1.462095 -0.813429 5.216908 0.2 0.0 -0.1 0.000
Si -0.153937 -0.465005 3.889823 -0.9 0.1 0.0 0.005
C 0.647056 1.189102 4.270868 0.1 0.0 -0.1 0.004
C 1.133225 -1.824768 3.978990 0.2 0.0 -0.1 0.000
C -1.124708 -0.388464 2.247065 -0.4 -0.5 0.7 0.012
H -1.006084 -0.837576 6.215089 -0.1 0.0 -0.1 0.000
H -1.950465 -1.781223 5.041191 0.1 0.2 0.1 0.000
H -2.237951 -0.036241 5.215423 0.1 -0.1 0.0 0.000
H 1.071671 1.168235 5.284617 -0.1 0.0 -0.2 0.000
H 1.459254 1.426117 3.569859 -0.2 0.0 0.2 0.002
H -0.088627 2.003320 4.231061 0.1 -0.1 0.0 0.000
H 0.708383 -2.804501 3.727452 0.1 0.1 0.1 0.000
H 1.995091 -1.629291 3.326342 -0.2 -0.1 0.2 0.000
H 1.508547 -1.884749 5.011498 -0.1 0.0 -0.3 0.000
H -1.889240 0.401991 2.414813 0.3 -0.4 0.2 0.005
H -1.705797 -1.318576 2.095700 0.0 0.3 0.5 0.004
```
Forces are in eV/Å.

Values from the calculation:
<S²> = 8.800
Kohn-Sham gap (spin up / spin down) = 0.17975 / 0.18173 Ha
Largest force on an atom = 5.8 eV Å⁻¹
Total charge = +1
HOMO (spin up / spin down) = -0.260 / -0.418 Eh
Spin multiplicity = 6
Calculated total energy = -58019.4792 eV
LUMO level (spin up / spin down) = -2.171 / -6.439 eV


A cluster of 3 separate species, C24H36BCl2N3O3S in total. Source: the Open Molecules 2025 dataset; level of theory: ωB97M-V/def2-TZVPD.

Structure (XYZ):
```
70
Properties=species:S:1:pos:R:3:forces:R:3:nbo_charge:R:1
C 2.218275 -6.044619 -0.030786 -0.2 -0.3 0.5 -1.007
B 1.343080 -5.004501 0.759956 0.2 -0.1 -0.1 1.009
O 1.370269 -5.060228 2.133465 0.4 0.4 -0.4 -0.865
C 0.438476 -3.893465 0.079509 0.1 -0.3 0.2 -0.430
C -0.947208 -3.951196 0.234933 -0.1 0.1 0.0 -0.179
C -1.755888 -2.992106 -0.342259 -0.6 0.4 -0.3 -0.219
C -1.220916 -1.939486 -1.065525 0.2 0.0 0.0 -0.192
C 0.148925 -1.858202 -1.237076 -0.4 0.1 0.1 0.090
C 0.948542 -2.846492 -0.675553 0.7 0.5 -0.3 -0.065
S 2.708860 -2.713871 -0.968248 0.0 0.1 0.1 0.256
C 2.876901 -0.941319 -0.876663 -0.4 -0.8 0.0 -0.186
C 1.841229 -0.174850 -1.392643 0.1 0.5 0.2 0.202
C 1.962547 1.200266 -1.306972 -0.1 0.4 -0.1 -0.211
C 3.083794 1.772468 -0.735986 0.3 0.4 0.2 -0.212
C 4.115947 1.001379 -0.229611 -0.1 -0.2 -0.1 -0.176
C 4.016629 -0.377690 -0.314217 -0.1 -0.3 0.5 -0.092
C 5.081966 -1.294091 0.171630 0.1 0.3 -0.8 -0.074
Cl 5.094086 -1.736032 1.847788 -0.2 0.1 0.0 0.021
C 5.991913 -1.787372 -0.666199 0.3 -0.1 0.4 -0.004
C 7.080374 -2.749646 -0.322074 -0.4 -0.5 -0.5 -0.658
Cl 5.958323 -1.302430 -2.341923 0.0 -0.1 0.1 0.005
N 0.687824 -0.768436 -2.008048 0.5 -0.5 -0.1 -0.650
H 1.623436 -6.721470 -0.648599 0.0 0.2 -0.2 0.242
H 2.766619 -6.671215 0.676595 0.0 0.0 0.0 0.235
H 2.958954 -5.539804 -0.653530 -0.1 0.0 -0.2 0.247
H 1.198136 -4.169354 2.462845 -0.5 -0.2 0.3 0.494
H -1.422134 -4.741394 0.803023 0.2 -0.1 0.1 0.216
H -2.836190 -3.022652 -0.259411 0.0 -0.2 0.2 0.220
H -1.844298 -1.183936 -1.524085 0.0 0.0 0.1 0.223
H 1.211219 1.872493 -1.701364 -0.2 -0.3 0.0 0.228
H 3.159541 2.851178 -0.691094 -0.1 0.0 0.0 0.226
H 4.984673 1.454121 0.227172 0.1 0.0 0.0 0.221
H 6.993801 -3.603246 -1.000835 0.1 0.0 0.0 0.232
H 8.069789 -2.321988 -0.472111 0.0 0.1 0.2 0.234
H 6.932595 -3.141326 0.678577 0.3 0.2 0.1 0.239
H 1.024191 -1.182582 -2.880034 -0.2 0.2 -0.1 0.376
C 2.048086 5.857860 -2.612914 -0.1 -0.2 -0.1 -0.249
O 1.897969 5.147149 -1.396647 0.1 0.1 0.0 -0.554
C 2.314969 5.845399 -0.237319 0.1 -0.1 0.2 -0.074
C 1.305694 6.870187 0.301817 -0.1 0.0 -0.3 -0.082
C 1.235463 8.158876 -0.512364 0.1 0.2 0.1 -0.614
N -0.043256 6.307759 0.416477 0.2 -0.2 0.1 -0.822
H 2.941587 6.488282 -2.603700 0.0 0.1 0.0 0.170
H 1.165273 6.463494 -2.826601 0.1 0.1 0.0 0.168
H 2.148885 5.123805 -3.412422 0.0 0.0 0.0 0.191
H 2.450273 5.075879 0.528163 0.0 0.0 0.0 0.183
H 3.298546 6.305283 -0.402996 0.0 0.1 -0.1 0.164
H 1.641372 7.141103 1.307294 0.0 -0.1 0.0 0.190
H 0.655879 8.036547 -1.426776 0.0 -0.1 0.0 0.203
H 0.748967 8.942163 0.068681 0.0 0.0 0.0 0.221
H 2.232913 8.512861 -0.781357 0.0 0.0 0.0 0.202
H -0.023472 5.520289 1.058610 -0.1 0.1 0.1 0.353
H -0.280406 5.889418 -0.479525 -0.1 0.1 0.0 0.354
C -6.309909 -3.753921 2.366335 0.2 -0.1 0.0 -0.249
O -5.948118 -3.222378 1.104699 -0.1 0.0 0.0 -0.549
C -6.904362 -2.358568 0.519899 0.0 0.1 -0.2 -0.073
C -6.901241 -0.922477 1.065827 0.1 -0.1 0.3 -0.082
C -7.539869 -0.781031 2.444479 -0.2 0.1 0.0 -0.614
N -5.551083 -0.351634 1.108489 0.0 -0.1 -0.2 -0.822
H -7.384191 -3.949235 2.428461 0.0 0.1 0.0 0.169
H -6.003379 -3.089701 3.176949 -0.1 0.0 0.1 0.167
H -5.777632 -4.696918 2.490836 0.0 0.0 -0.1 0.190
H -6.639902 -2.313799 -0.540017 0.1 0.0 0.0 0.183
H -7.906542 -2.803909 0.578348 0.0 0.0 0.1 0.163
H -7.496117 -0.321972 0.371082 0.0 -0.1 -0.1 0.189
H -6.873775 -1.108855 3.241884 0.0 -0.1 0.0 0.203
H -7.778611 0.264160 2.640769 0.1 0.0 0.0 0.221
H -8.466912 -1.354122 2.512444 0.0 0.0 0.0 0.202
H -5.168071 -0.329627 0.167344 0.0 0.1 0.0 0.351
H -4.953311 -1.009269 1.603101 0.0 0.1 0.1 0.355
```
Forces are in eV/Å.

Values from the calculation:
Kohn-Sham gap = 0.32355 Ha
Structure (SMILES) = CB(O)c1cccc2c1Sc1c(cccc1/C(Cl)=C(/C)Cl)N2.COC[C@@H](C)N.COC[C@@H](C)N
Largest force on an atom = 0.9 eV Å⁻¹
Total charge = 0
HOMO = -0.303 Eh
Spin multiplicity = 1
Calculated total energy = -72641.8959 eV
LUMO level = 0.565 eV


> Which formula does entry 2 have?

C24H35NOP2RuSi


> Number 1 is which compound?

C24H35N6OPtS